{"formula": "C15H14Cl40N3S", "method": "ωB97M-V with the def2-TZVPD basis set", "elements": ["Cl", "H", "Cl", "Cl", "Cl", "C", "Cl", "H", "Cl", "C", "Cl", "Cl", "Cl", "N", "H", "H", "Cl", "Cl", "Cl", "H", "H", "Cl", "Cl", "Cl", "C", "C", "H", "Cl", "Cl", "Cl", "Cl", "Cl", "Cl", "Cl", "N", "C", "Cl", "Cl", "C", "C", "Cl", "H", "H", "Cl", "C", "Cl", "C", "H", "Cl", "H", "Cl", "Cl", "Cl", "Cl", "Cl", "Cl", "C", "C", "S", "N", "Cl", "H", "C", "H", "H", "Cl", "C", "Cl", "Cl", "C", "Cl", "Cl", "C"], "positions_angstrom": [[6.35, -1.16, -4.12], [2.55, -1.90, 0.49], [-2.14, -3.22, 4.58], [7.10, 0.71, -6.19], [-4.35, 3.94, -3.28], [-1.90, -0.17, 0.83], [2.58, -6.38, -2.68], [1.50, 2.19, 1.72], [4.12, -11.07, -4.98], [-0.80, 7.91, 1.22], [-5.29, 3.69, 3.22], [-4.29, -1.51, 3.63], [6.29, -3.55, -0.24], [-3.19, 0.36, 1.05], [-1.05, -0.98, 3.33], [-3.13, 0.95, 1.88], [4.06, 6.75, -0.77], [-5.54, 1.50, 5.10], [5.44, -1.57, -6.83], [-0.48, 2.28, 0.39], [0.96, -1.51, 1.18], [6.80, -11.76, -4.11], [1.39, -8.35, -0.93], [-1.26, 6.26, 1.69], [-4.50, 2.83, 4.54], [6.78, -0.99, -5.83], [-2.14, -1.11, -0.92], [-10.29, 6.33, 2.30], [-7.67, 6.33, 3.53], [4.58, 5.10, 1.54], [-2.97, 1.64, -2.18], [6.34, -9.30, -5.55], [1.85, -8.98, -3.72], [4.28, 3.88, -1.07], [-1.78, -1.33, 0.01], [4.98, -3.41, -1.42], [-5.78, 1.47, -2.83], [-1.69, 8.37, -0.24], [-8.55, 6.42, 1.99], [3.73, 5.19, -0.01], [-4.31, -2.50, 6.35], [-2.47, -2.00, 0.37], [2.31, 0.07, 2.28], [-4.19, 3.93, 5.89], [1.40, -7.70, -2.58], [1.98, 5.03, 0.27], [5.66, -10.43, -4.37], [-0.11, 0.87, -0.62], [5.38, -9.59, -2.84], [1.27, -0.97, -0.48], [5.46, -4.19, -2.94], [-8.06, 5.07, 0.95], [-1.21, 9.03, 2.53], [-2.96, 2.19, 3.93], [3.53, -4.23, -0.79], [8.23, -1.96, -6.17], [1.48, 1.49, 0.86], [2.30, 0.18, 1.17], [-0.50, 0.25, 3.05], [-0.82, 0.46, 1.36], [-8.17, 7.95, 1.19], [1.97, 2.06, 0.03], [-4.51, 2.53, -2.22], [3.36, 0.39, 0.88], [-3.39, 0.99, 0.26], [-4.92, 3.07, -0.58], [0.00, 1.27, 0.42], [-0.21, -7.08, -2.98], [0.94, 7.97, 0.90], [1.76, -1.12, 0.50], [-4.78, -4.31, 4.15], [4.62, -1.70, -1.70], [-3.88, -2.88, 4.68]], "energy_ha": -19549.61814, "total_charge": 1, "homo_lumo_gap_ha": 0.256, "e_lumo_ev": -5.32, "homo_energy_ev": -12.29, "spin_multiplicity": 1}



{"formula": "C43H47BN11ORuS", "method": "ωB97M-V with the def2-TZVPD basis set", "elements": ["C", "N", "H", "N", "H", "H", "H", "C", "H", "H", "H", "C", "H", "H", "H", "C", "H", "H", "N", "H", "C", "H", "C", "H", "N", "H", "N", "C", "H", "H", "B", "H", "C", "C", "C", "N", "H", "H", "C", "H", "C", "C", "H", "C", "H", "S", "H", "C", "H", "H", "C", "H", "C", "C", "C", "H", "C", "H", "C", "C", "C", "H", "H", "C", "N", "H", "N", "H", "C", "H", "C", "H", "C", "C", "H", "N", "C", "N", "O", "C", "N", "H", "C", "H", "C", "C", "C", "Ru", "C", "C", "C", "C", "H", "C", "H", "H", "H", "H", "H", "C", "C", "H", "C", "H", "C"], "positions_angstrom": [[-3.02, 1.58, -4.87], [-0.28, -2.47, 2.55], [1.69, 1.33, -2.26], [1.95, -0.92, 1.11], [0.74, -3.74, 4.84], [-1.98, 1.79, -4.66], [-0.07, 1.31, 5.51], [1.62, 6.75, 2.09], [-3.90, -0.46, 2.25], [4.84, -3.37, 3.14], [-3.18, 0.38, 3.63], [2.65, -1.14, -6.20], [3.28, -1.35, -7.05], [-0.24, -5.70, -1.90], [1.27, -4.05, 2.47], [-4.85, -1.02, -1.49], [-5.78, -1.00, -0.93], [4.21, -1.46, -4.77], [0.26, 1.12, 2.24], [-1.82, 5.04, 2.57], [3.40, 1.08, 0.73], [1.61, 3.90, -2.93], [3.79, -3.50, 2.87], [0.57, 5.19, -0.79], [2.06, -2.12, 1.70], [-5.27, 0.80, -2.58], [-1.06, 0.01, -3.06], [3.17, -1.20, -4.92], [-0.54, -0.28, -5.44], [-2.81, -0.55, -4.59], [0.91, -3.13, 1.84], [-2.61, -2.11, 4.77], [3.13, -0.30, 1.20], [-0.32, 2.68, 3.80], [-1.94, -2.07, 3.93], [0.46, -3.60, 0.46], [0.84, -6.20, 1.58], [2.75, -1.00, -2.83], [-0.09, 2.44, 2.41], [2.68, 1.77, 1.17], [-3.43, 0.27, -4.21], [0.77, 8.78, 3.10], [-0.61, 3.62, 4.23], [0.75, 4.14, -0.91], [-2.03, -2.22, -2.27], [-2.02, 0.30, -0.47], [5.05, -0.94, 2.07], [-0.84, -2.87, 3.71], [4.40, 1.38, 1.04], [3.21, -3.66, 3.78], [3.31, -2.28, 2.16], [0.91, -0.77, -7.40], [0.50, -0.54, -5.31], [0.33, 0.58, 3.46], [1.02, -0.61, -4.02], [-0.88, -4.01, 5.49], [1.26, 2.12, -1.67], [2.34, -5.66, 0.82], [0.48, 3.13, 0.08], [-2.05, 0.21, -2.23], [-0.03, 1.50, 4.46], [2.24, 4.89, 1.23], [3.33, 1.16, -0.35], [2.36, -0.94, -3.83], [0.95, 9.86, 3.44], [1.30, -6.83, -0.01], [-0.27, -2.83, -0.35], [-4.32, 1.04, -1.11], [0.18, 4.82, 1.83], [-1.49, 7.39, 3.27], [1.25, 3.48, -2.01], [-4.47, 0.05, -4.42], [0.19, -0.41, -2.81], [-1.50, -3.14, -2.52], [3.69, -4.38, 2.24], [-0.99, -1.46, 2.03], [0.08, 3.42, 1.41], [0.77, 1.90, -0.45], [0.69, -0.73, -1.71], [4.03, -1.14, 1.85], [-3.27, 0.35, -2.77], [-2.22, -3.92, -2.74], [-4.47, 0.38, -1.96], [-4.07, -1.42, -0.84], [0.57, 7.45, 2.67], [-0.67, 6.83, 2.83], [1.31, -5.95, 0.63], [0.06, -0.30, 0.35], [-0.12, -4.87, -1.24], [-0.29, -3.95, 4.57], [-0.86, 5.52, 2.44], [-1.99, -1.18, 2.86], [0.69, -0.42, 3.61], [1.31, -0.81, -6.39], [2.59, 7.22, 1.98], [-3.62, 2.40, -4.48], [-3.17, 1.52, -5.95], [-0.32, -4.91, 4.06], [-2.57, 0.68, 1.99], [1.42, 5.46, 1.67], [-2.97, -0.07, 2.67], [-4.97, -1.69, -2.34], [-0.63, -3.57, -1.39], [-0.90, -2.97, -3.41], [0.57, -4.85, -0.04]], "energy_ha": -2862.36393, "homo_lumo_gap_ha": [0.242, 0.242], "e_lumo_ev": [-0.84, -0.84], "homo_energy_ev": [-7.42, -7.42], "spin_multiplicity": 2, "s_squared": 0.757}



{"formula": "C21H62N5O12", "method": "ωB97M-V with the def2-TZVPD basis set", "elements": ["H", "H", "C", "H", "H", "N", "C", "H", "H", "H", "H", "O", "H", "O", "N", "H", "O", "C", "O", "O", "H", "H", "N", "H", "H", "H", "O", "O", "H", "H", "O", "H", "H", "C", "H", "C", "H", "H", "C", "C", "O", "H", "H", "H", "C", "H", "H", "N", "C", "O", "H", "H", "H", "C", "H", "H", "C", "H", "N", "H", "H", "C", "H", "H", "H", "C", "H", "C", "H", "H", "H", "H", "H", "H", "H", "H", "C", "C", "H", "H", "H", "H", "O", "H", "C", "H", "H", "H", "C", "H", "O", "C", "H", "H", "C", "H", "C", "H", "H", "H"], "positions_angstrom": [[3.67, -0.89, -4.46], [-3.56, 0.67, -2.69], [2.20, -0.54, 2.75], [-4.49, 4.55, 2.13], [1.73, -2.59, -0.82], [1.05, -2.15, -0.21], [1.41, -0.74, -0.09], [-1.30, -0.60, 2.80], [2.86, 4.18, 1.76], [4.06, -2.98, -2.53], [5.73, -3.59, -1.04], [2.37, 4.13, -0.28], [-2.13, -0.03, -3.47], [0.54, 6.23, -0.80], [0.06, 2.70, -0.63], [-1.06, -0.36, -0.19], [4.34, -9.09, -2.50], [5.44, -1.60, -4.86], [4.09, -2.49, -1.70], [-1.92, 1.94, -2.86], [2.60, -8.95, -3.64], [0.57, 3.60, -0.63], [3.24, -0.25, 3.17], [-7.60, 3.88, 1.36], [5.84, -2.57, -5.14], [0.70, -4.62, 4.30], [-1.30, 1.29, 4.40], [-5.02, 3.49, 0.43], [-0.75, 2.07, 4.52], [-4.83, -0.68, 0.47], [-8.82, 5.50, 1.48], [1.01, -3.61, 1.66], [4.78, -2.78, 0.21], [-8.13, 4.55, 0.68], [0.15, -2.21, -0.66], [-3.89, -0.12, 0.50], [-3.30, 1.75, -0.51], [3.60, 2.89, 0.79], [3.31, 3.94, 0.79], [0.62, 6.50, -2.21], [1.01, -0.77, 2.27], [5.65, -7.74, -0.93], [-3.25, -0.62, -0.23], [-0.41, -3.49, 3.51], [-1.73, -0.75, 1.81], [2.12, 5.06, -0.28], [-2.95, 0.45, 5.26], [1.19, 1.35, 1.03], [-4.15, 1.31, 0.00], [4.03, -1.74, -4.71], [-2.96, 2.23, 5.27], [7.23, -7.08, -1.40], [-3.47, 4.84, 0.70], [-3.20, -0.28, 1.87], [-5.48, 1.85, 1.63], [-4.93, 1.25, -0.76], [-0.85, -0.02, 0.82], [0.03, 5.78, -2.78], [-1.13, 1.44, 0.99], [6.26, -6.26, -0.16], [1.22, 1.74, 1.98], [0.03, 1.93, 0.41], [3.62, -7.51, -3.57], [4.15, -4.25, -0.57], [1.26, -2.99, 3.90], [0.63, -3.82, 3.57], [-0.45, 2.42, -1.48], [-2.33, 1.34, 5.39], [-7.41, 5.03, 0.02], [-3.13, 1.13, -4.35], [-3.27, 0.60, 2.48], [-0.38, 6.32, -0.53], [4.20, 4.55, 0.65], [-1.91, 1.33, 6.39], [-3.84, 2.46, 1.75], [5.90, -1.28, -3.92], [-2.74, 0.87, -3.37], [4.72, -3.33, -0.72], [-5.11, 5.48, 0.78], [2.48, -0.62, 0.06], [-1.08, 1.63, 2.00], [5.68, -0.88, -5.64], [1.07, -4.32, 2.32], [0.27, 7.51, -2.44], [-4.66, 2.26, 1.04], [2.63, -7.93, -2.17], [3.98, -9.82, -1.99], [-3.71, -1.07, 2.42], [-4.49, 4.63, 1.05], [1.66, 6.42, -2.50], [5.58, -6.01, -2.07], [6.22, -6.83, -1.09], [-8.83, 3.95, 0.08], [1.16, -0.18, -1.00], [3.23, -8.34, -2.99], [-9.30, 6.10, 0.89], [0.70, -0.06, 1.08], [5.55, -6.52, -2.89], [-2.51, 2.70, -2.80], [-1.70, -1.83, 1.63]], "energy_ha": -2013.47375, "total_charge": 1, "homo_lumo_gap_ha": 0.250, "e_lumo_ev": -4.74, "e_above_lowest_ev": 0.331, "homo_energy_ev": -11.56, "spin_multiplicity": 1}



{"formula": "C2H3N5O", "method": "ωB97M-V with the def2-TZVPD basis set", "elements": ["H", "N", "C", "N", "N", "H", "H", "N", "C", "N", "O"], "positions_angstrom": [[0.44, -1.33, 0.28], [-1.40, 1.08, 0.34], [1.64, 0.50, -0.22], [0.39, -0.38, 0.45], [-2.69, 0.90, -0.06], [1.52, 1.53, -0.78], [2.91, -0.90, 0.28], [-3.04, -0.27, -0.11], [-0.87, -0.13, 0.09], [2.87, 0.07, -0.08], [-1.77, -1.06, -0.17]], "smiles": "[H]/N=C\\Nc1nnno1", "energy_ha": -426.89049, "homo_lumo_gap_ha": 0.393, "e_lumo_ev": 0.36, "e_above_lowest_ev": 4.548, "homo_energy_ev": -10.32, "spin_multiplicity": 1}